Record 1
Formula: C11H9N2O2
Source: OMol25
Level of theory: ωB97M-V/def2-TZVPD

Calculated values
Relative energy (zero: lowest compared OMol25 entry of this formula, charge and spin)   326.7 kJ/mol
Total charge   -1

Positions of all 24 atoms, in Å:
C  -3.6696  0.5053  0.1102
C  -2.7848  1.4086  0.7533
C  -3.1398  -0.5742  -0.4454
C  -1.3978  1.0899  0.7894
C  -1.8193  -0.8963  -0.5124
C  -0.8950  -0.0732  0.1937
C  2.6710  0.0927  0.5099
C  2.4312  -1.3011  -0.1346
C  1.3350  0.6051  0.7091
C  3.4434  -2.0500  -0.4364
C  1.3103  2.3478  -0.2109
N  1.0351  -1.3929  -0.3975
N  0.4042  -0.3032  0.2432
O  0.6837  2.4398  -1.2150
O  3.7786  0.6143  0.6337
H  -4.7521  0.7236  0.0848
H  -3.1271  2.3356  1.0656
H  -3.7508  -1.3277  -0.9928
H  -0.7288  1.7452  1.2428
H  -1.6575  -1.9346  -0.8390
H  3.4297  -2.8905  -1.0855
H  4.4823  -1.9098  -0.1587
H  2.2151  2.8772  0.0647
H  0.5030  -2.1316  0.0277

Results of the Löwdin charge analysis, in e, for atoms 1 through 4: -0.16 -0.06 -0.20 -0.03


Record 2
Formula: C12H10BClO
Source: OMol25
Level of theory: ωB97M-V/def2-TZVPD

Calculated values
Relative energy (zero: lowest compared OMol25 entry of this formula, charge and spin)   36.8 kJ/mol
Structure (SMILES)   OB(c1ccccc1)c1ccc(Cl)cc1

Positions of all 25 atoms, in Å:
O  -1.1735  1.9039  0.9704
B  -0.5058  0.8848  0.3346
C  -0.4433  0.8030  -1.2134
C  0.7283  0.4993  -1.8723
C  0.6930  0.0884  -3.1640
C  -0.5100  0.1021  -3.8353
C  -1.6666  0.5330  -3.2439
C  -1.6285  0.9104  -1.9331
C  0.1219  -0.1407  1.3077
C  -0.7391  -0.8882  2.1037
C  -0.1709  -1.6883  3.0818
C  1.1327  -1.5759  3.4211
Cl  1.8237  -2.4724  4.6896
C  1.9632  -0.7392  2.5966
C  1.4829  0.0308  1.6480
H  -1.1229  2.8147  0.5770
H  1.5819  0.5654  -1.2877
H  1.6128  -0.0831  -3.6339
H  -0.4560  -0.1236  -4.8781
H  -2.5879  0.6883  -3.8020
H  -2.5972  1.0204  -1.3886
H  -1.7779  -1.0279  1.7579
H  -0.9147  -2.1843  3.6678
H  2.9589  -0.6135  2.9100
H  2.1950  0.6926  1.1859

Results of the Löwdin charge analysis, in e, for atoms 1 through 4: 0.15 -0.43 -0.11 -0.05


Record 3
Formula: C12H10CuN2OS
Source: OMol25
Level of theory: ωB97M-V/def2-TZVPD

Calculated values
Relative energy (zero: lowest compared OMol25 entry of this formula, charge and spin)   16.5 kJ/mol
Total charge   -1

Positions of all 27 atoms, in Å:
Cu  -2.1105  0.6543  -1.1576
N  -0.1693  0.4146  -1.7356
C  1.0240  0.3719  -0.9301
C  2.2034  0.3088  -1.6643
C  3.3370  -0.2739  -1.1311
C  3.2448  -0.7663  0.1799
C  2.1378  -0.5212  0.9836
C  0.9482  0.0200  0.4521
C  -0.3188  0.2427  1.1892
C  -0.3717  0.6208  2.5496
C  -1.5445  0.4359  3.3147
C  -2.6545  -0.1429  2.7735
C  -2.6223  -0.4623  1.4042
C  -1.5540  -0.1420  0.6263
H  -0.4186  -0.5729  -1.8939
H  -0.0311  0.6889  -2.7038
H  2.1617  0.5512  -2.7447
H  4.2366  -0.3815  -1.7285
H  4.1275  -1.2310  0.5845
H  2.1401  -0.8660  2.0233
H  0.5458  0.9797  3.0128
H  -1.6139  0.6506  4.3810
H  -3.5423  -0.3367  3.3728
H  -3.5134  -0.9493  0.9994
O  -0.7030  -0.1439  -4.6731
S  -2.1396  0.3642  -4.4048
N  -2.7997  0.4864  -3.0794

Results of the Löwdin charge analysis, in e, for atoms 1 through 4: 0.24 0.00 -0.21 -0.05


Record 4
Formula: C12H10N2
Source: OMol25
Level of theory: ωB97M-V/def2-TZVPD

Calculated values
Relative energy (zero: lowest compared OMol25 entry of this formula, charge and spin)   166.7 kJ/mol
Structure (SMILES)   Cn1cccc2c3ccccc3nc1-2

Positions of all 24 atoms, in Å:
C  -2.8279  -1.9111  -0.0720
N  -2.1985  -0.6474  0.0608
C  -2.7987  0.5556  0.1509
C  -2.3584  1.8134  0.0010
C  -0.8976  2.0382  -0.2071
C  -0.2277  0.8799  -0.0323
C  1.2409  0.6266  0.0166
C  2.4269  1.3777  0.0375
C  3.5815  0.6649  0.0778
C  3.6273  -0.7975  0.0288
C  2.4574  -1.4299  -0.1286
C  1.2728  -0.7275  -0.0129
N  0.0122  -1.4137  0.0164
C  -0.8306  -0.3933  0.1283
H  -3.4679  -2.0018  0.8965
H  -3.5794  -1.9369  -0.8343
H  -2.0350  -2.5407  -0.4838
H  -3.7892  0.4672  0.6310
H  -3.1436  2.5240  -0.1836
H  -0.4173  2.8455  -0.5229
H  2.3900  2.4819  0.1920
H  4.5122  1.3204  0.3215
H  4.6218  -1.2693  -0.0773
H  2.4288  -2.5261  -0.0042

Results of the Löwdin charge analysis, in e, for atoms 1 through 4: -0.02 -0.08 -0.13 -0.04


Record 5
Formula: C12H10N3OSW
Source: OMol25
Level of theory: ωB97M-V/def2-TZVPD

Calculated values
Expectation value of S²   2.03
Spin multiplicity   3
DFT total energy   -1167.89773 a.u.
Total charge   +1

Positions of all 28 atoms, in Å:
W  -0.0062  0.3578  -0.6201
O  -1.2486  0.7988  3.3028
C  -1.1550  0.6608  2.1083
N  0.0129  0.6551  1.3845
C  1.2527  0.7969  2.1236
C  2.3822  0.4137  1.2145
C  3.6954  0.3534  1.6511
C  4.6888  -0.0028  0.7617
C  4.3547  -0.2994  -0.5561
C  3.0382  -0.2300  -0.9332
N  2.0634  0.1213  -0.0634
C  -2.3578  0.4241  1.2312
C  -3.6369  0.4286  1.7334
C  -4.6890  0.2031  0.8556
C  -4.4195  -0.0263  -0.4844
C  -3.1088  -0.0268  -0.9187
N  -2.0926  0.1962  -0.0699
H  1.2460  0.1536  3.0066
H  1.3982  1.8213  2.4790
H  3.9184  0.5853  2.6836
H  5.7185  -0.0529  1.0893
H  5.1035  -0.5803  -1.2818
H  2.7150  -0.4447  -1.9416
H  -3.7780  0.6074  2.7899
H  -5.7096  0.2046  1.2141
H  -5.2111  -0.2028  -1.1979
H  -2.8425  -0.1984  -1.9515
S  -0.0051  1.5404  -2.3784

Results of the Löwdin charge analysis, in e, for atoms 1 through 4: 1.05 0.13 -0.47 -0.17


Record 6
Formula: C12H10O6P2
Source: OMol25
Level of theory: ωB97M-V/def2-TZVPD

Calculated values
DFT total energy   -1597.22678 a.u.
Structure (SMILES)   O=P([O-])([O-])Cc1ccc2ccc(CP(=O)([O-])[O-])cc2c1
Total charge   -4

Positions of all 30 atoms, in Å:
O  -4.6049  2.4341  2.2435
P  -3.8207  1.8348  3.3599
O  -4.7233  1.1725  4.3378
O  -3.1714  3.0439  3.9868
C  -2.5432  0.5306  2.9948
C  -1.9130  0.5699  1.6275
C  -1.2248  1.7209  1.2290
C  -0.2120  1.5839  0.2468
C  -0.0975  0.4378  -0.4778
C  0.7627  0.4893  -1.5709
C  0.9634  -0.6265  -2.2999
C  0.2766  -1.8211  -1.9511
C  0.2977  -3.2285  -2.6582
P  1.4911  -3.4547  -4.1003
O  1.1515  -2.5573  -5.2504
O  1.3942  -4.8653  -4.5688
O  2.9218  -3.4265  -3.7298
C  -0.6650  -1.7251  -0.9273
C  -0.7475  -0.6962  -0.1173
C  -1.5720  -0.6198  0.9957
H  -2.9093  -0.4398  3.2221
H  -1.8738  0.7958  3.8307
H  -1.3825  2.7071  1.6212
H  0.4437  2.2877  -0.0250
H  1.4368  1.3291  -1.7218
H  1.7136  -0.6369  -3.1051
H  -0.7691  -3.3230  -3.0185
H  0.5338  -4.0029  -1.9707
H  -1.2643  -2.6380  -0.7364
H  -1.9841  -1.5852  1.3450

Results of the Löwdin charge analysis, in e, for atoms 1 through 4: -0.49 -0.10 -0.51 -0.52


Record 7
Formula: C12H11Cl2O4
Source: OMol25
Level of theory: ωB97M-V/def2-TZVPD

Calculated values
DFT total energy   -1685.22494 a.u.
Total charge   -1

Positions of all 29 atoms, in Å:
C  -1.3686  0.4004  2.0402
C  -1.1453  -0.8524  1.2822
C  -2.1320  -1.0920  0.2169
C  -2.0892  -2.3318  -0.6302
O  -3.0213  -0.2529  -0.0002
C  -0.0675  -1.7713  1.5642
C  0.9034  -1.5128  2.6991
O  0.1459  -2.8080  0.8981
H  -0.6531  0.5662  2.8468
H  -1.3262  1.2596  1.3523
H  -2.3831  0.4057  2.4685
H  -1.2719  -2.9927  -0.3370
H  -3.0471  -2.8537  -0.5318
H  -1.9753  -2.0343  -1.6780
H  0.7212  -0.5874  3.2409
H  0.8449  -2.3510  3.4038
H  1.9169  -1.4905  2.2837
Cl  4.1295  2.5253  -0.6336
C  2.5953  2.1128  -1.2589
C  1.8101  3.0242  -1.8765
C  0.4911  2.7060  -2.4501
O  -0.2113  3.5461  -3.0124
C  0.0740  1.2648  -2.2843
Cl  -1.4355  0.8423  -2.9574
C  0.8445  0.3620  -1.6341
C  2.1606  0.6797  -1.0596
O  2.8376  -0.1520  -0.4513
H  2.1595  4.0489  -1.9674
H  0.4930  -0.6612  -1.5337

Results of the Löwdin charge analysis, in e, for atoms 1 through 4: -0.11 -0.21 -0.48 -0.04


Record 8
Formula: C12H11ClNO2S2
Source: OMol25
Level of theory: ωB97M-V/def2-TZVPD

Calculated values
Relative energy (zero: lowest compared OMol25 entry of this formula, charge and spin)   10.7 kJ/mol
Total charge   -1

Positions of all 29 atoms, in Å:
C  0.7934  3.6462  0.0986
S  -0.7280  3.9459  -0.0268
S  2.3395  3.4789  0.2004
C  3.8357  0.1570  4.1518
C  2.6137  -0.5397  3.5996
O  2.1729  0.2088  2.4440
C  1.0717  -0.3117  1.8530
C  0.6723  0.4706  0.6540
N  -0.2355  -0.0013  -0.1244
C  -0.4841  0.2812  -1.3732
C  -1.5447  -0.3459  -2.1269
C  -1.5887  -0.2600  -3.5381
C  -2.6539  -0.8022  -4.2407
C  -3.6862  -1.4404  -3.5368
Cl  -5.0218  -2.0701  -4.3973
C  -3.6398  -1.5737  -2.1397
C  -2.5524  -1.0484  -1.4426
O  0.4924  -1.3072  2.2453
H  4.1963  -0.3670  5.0400
H  4.6507  0.1792  3.4217
H  3.6073  1.1871  4.4396
H  2.8550  -1.5691  3.3007
H  1.8045  -0.5507  4.3416
H  1.2564  1.3751  0.4316
H  0.1721  0.9889  -1.9085
H  -0.7686  0.2293  -4.0616
H  -2.7021  -0.7434  -5.3247
H  -4.4503  -2.0716  -1.6187
H  -2.4778  -1.1456  -0.3618

Results of the Löwdin charge analysis, in e, for atoms 1 through 4: -1.40 0.72 0.72 -0.09


Record 9
Formula: C12H11F5N3O2PS
Source: OMol25
Level of theory: ωB97M-V/def2-TZVPD

Calculated values
DFT total energy   -2016.81433 a.u.
Total charge   +2

Positions of all 35 atoms, in Å:
N  5.9709  -2.4192  0.7041
P  5.9323  -1.0858  -0.0763
N  4.2317  -0.4486  -0.0213
C  3.2761  -1.3404  -0.3378
C  1.9684  -0.9697  -0.3289
C  1.6177  0.3462  0.0039
C  0.1557  0.6745  -0.0262
C  -0.4879  0.8284  -1.2524
C  -1.8253  1.0882  -1.2782
N  -2.5217  1.1963  -0.1378
S  -4.2668  1.4916  -0.1429
O  -4.4548  2.5302  0.7964
O  -4.6973  1.8054  -1.4486
C  -5.1123  -0.0075  0.5680
F  -4.7296  -0.1109  1.8444
F  -6.4070  0.1821  0.5070
C  -4.7710  -1.3632  -0.1430
F  -5.5536  -1.5643  -1.1838
F  -3.4698  -1.4520  -0.4789
F  -5.0218  -2.3355  0.7325
C  -1.9068  1.0827  1.0468
C  -0.5721  0.8229  1.1525
C  2.6146  1.2469  0.3434
C  3.9090  0.7961  0.3147
H  6.2541  -3.1865  0.0997
H  6.2498  -1.3162  -1.4348
H  6.7830  -0.0892  0.4516
H  3.5734  -2.3571  -0.5835
H  1.1792  -1.6772  -0.5684
H  0.0167  0.7531  -2.2108
H  -2.3525  1.1941  -2.2253
H  -2.5078  1.1757  1.9498
H  -0.1495  0.7466  2.1492
H  2.3752  2.2652  0.6331
H  4.6994  1.4969  0.5817

Results of the Löwdin charge analysis, in e, for atoms 1 through 4: -0.25 0.80 -0.14 -0.04


Record 10
Formula: C12H11IN5ReS
Source: OMol25
Level of theory: ωB97M-V/def2-TZVPD

Calculated values
Expectation value of S²   1.08
Spin multiplicity   2
Relative energy (zero: lowest compared OMol25 entry of this formula, charge and spin)   0.9 kJ/mol
Total charge   +3

Positions of all 31 atoms, in Å:
Re  0.9397  0.6957  -0.1513
N  0.2892  4.8901  0.6705
C  0.2570  3.6329  0.2632
S  1.7229  2.6558  0.6554
N  -0.7708  3.1780  -0.4000
N  -0.5994  1.8739  -0.7688
C  -1.3827  1.3687  -1.6583
C  -1.0551  0.0322  -2.1558
C  -1.7524  -0.5780  -3.1713
C  -1.2823  -1.7879  -3.6795
C  -0.1266  -2.3519  -3.1552
C  0.5174  -1.7041  -2.1224
N  0.0656  -0.5366  -1.6113
H  1.0885  5.2767  1.1456
H  -0.4828  5.5053  0.4520
H  -2.1937  1.9644  -2.0624
H  -2.6364  -0.1059  -3.5797
H  -1.8102  -2.2758  -4.4891
H  0.2747  -3.2783  -3.5421
H  1.4183  -2.1109  -1.6819
I  -1.8962  -1.4372  4.7288
C  -0.3289  -1.4104  3.4509
C  0.7868  -2.2239  3.7065
C  1.8622  -2.1553  2.8308
C  1.7777  -1.2934  1.7610
N  0.6844  -0.5212  1.5045
C  -0.3587  -0.5631  2.3319
H  0.8193  -2.8843  4.5654
H  2.7541  -2.7478  2.9860
H  2.6152  -1.1893  1.0722
H  -1.1968  0.0818  2.1045

Results of the Löwdin charge analysis, in e, for atoms 1 through 4: 1.16 0.16 -0.73 0.70


Record 11
Formula: C12H11IrN4S3
Source: OMol25
Level of theory: ωB97M-V/def2-TZVPD

Calculated values
Expectation value of S²   1.12
Spin multiplicity   2
Relative energy (zero: lowest compared OMol25 entry of this formula, charge and spin)   308.0 kJ/mol
Total charge   +1

Positions of all 31 atoms, in Å:
Ir  0.0003  0.3994  -0.0451
C  -0.8959  1.5575  1.7539
C  0.3493  2.1260  1.3426
C  0.1362  2.7879  0.0740
C  -1.1777  2.6275  -0.2737
C  -1.8349  1.8710  0.7735
H  -1.0912  1.0846  2.7018
H  1.2366  2.1715  1.9550
H  0.8539  3.3791  -0.4723
H  -1.6362  3.0412  -1.1579
H  -2.8888  1.6585  0.8536
N  3.6849  1.6980  -0.3424
C  3.2732  0.4216  -0.4546
N  2.0328  0.0198  -0.3777
C  1.9045  -1.3683  -0.5026
C  3.0471  -2.0304  -0.7171
S  4.3598  -0.8930  -0.7377
C  -0.8036  -2.1754  -0.4602
C  -1.2942  -3.4086  -0.6531
S  -3.0225  -3.3267  -0.6788
C  -2.9632  -1.6055  -0.4554
N  -1.7436  -1.1497  -0.3487
N  -4.0806  -0.8565  -0.4254
H  3.0206  2.4179  -0.1268
H  4.6603  1.9321  -0.3596
H  3.2195  -3.0864  -0.8260
H  -0.7705  -4.3438  -0.7504
H  -4.9910  -1.2744  -0.4776
H  -4.0110  0.1343  -0.2933
S  0.9623  -2.3114  1.7181
C  0.4636  -1.4978  -0.2361

Results of the Löwdin charge analysis, in e, for atoms 1 through 4: 1.25 -0.19 -0.19 -0.19


Record 12
Formula: C12H11NO6
Source: OMol25
Level of theory: ωB97M-V/def2-TZVPD

Calculated values
Relative energy (zero: lowest compared OMol25 entry of this formula, charge and spin)   0.0 kJ/mol
Structure (SMILES)   O=C(O)CCN1C(=O)c2ccc(COO)cc2C1=O

Positions of all 30 atoms, in Å:
O  -4.1975  4.0047  -0.2001
C  -4.0762  2.8278  -0.3171
O  -4.9599  2.1124  -1.0521
C  -2.9419  2.0980  0.3624
C  -3.1046  0.5780  0.5139
N  -1.8675  -0.1478  0.2890
C  -1.2173  -0.0437  -0.9341
O  -1.7343  0.2528  -1.9758
C  0.2058  -0.4003  -0.6668
C  1.2831  -0.4418  -1.5344
C  2.5223  -0.8109  -1.0098
C  2.6548  -1.1430  0.3428
C  3.9957  -1.5720  0.8975
O  5.0951  -1.0921  0.1477
O  5.5418  -2.1800  -0.6702
C  1.5497  -1.0887  1.1974
C  0.3317  -0.7032  0.6717
C  -1.0024  -0.5202  1.3220
O  -1.3047  -0.6671  2.4657
H  -4.4837  1.4478  -1.5706
H  -2.0481  2.3665  -0.1959
H  -2.8238  2.5390  1.3452
H  -3.5197  0.3395  1.4829
H  -3.8226  0.2170  -0.2132
H  1.1276  -0.1822  -2.5702
H  3.3705  -0.8258  -1.6703
H  4.0964  -1.2166  1.9198
H  4.0661  -2.6561  0.9120
H  5.6243  -1.7602  -1.5364
H  1.6397  -1.3319  2.2470

Results of the Löwdin charge analysis, in e, for atoms 1 through 4: 0.14 -0.52 0.10 -0.05